{"formula": "C3H4O3", "method": "the ωB97M-V functional and the def2-TZVPD basis", "e_above_lowest_kj_mol": 281.33, "orbital_gap_ev": 8.98, "charge": 0, "e_homo_ev": -9.773, "mol_weight_g_mol": 88.062, "elements": ["O", "C", "C", "O", "C", "O", "H", "H", "H", "H"], "xyz": [[0.36, 1.04, 1.67], [-0.62, 0.67, 1.14], [-0.73, -0.30, 0.03], [-1.68, -0.96, -0.19], [0.38, -0.49, -0.88], [1.16, 0.69, -0.74], [-1.51, 0.67, 1.65], [1.04, -1.53, -0.79], [-0.12, -0.51, -1.93], [1.74, 0.73, 0.03]], "mulliken_charge": [-0.42, -0.12, 0.45, -0.47, -0.12, -0.54, 0.45, 0.22, 0.23, 0.33]}

{"formula": "C3H6N2OS", "method": "the ωB97M-V functional and the def2-TZVPD basis", "e_above_lowest_kj_mol": 217.60, "orbital_gap_ev": 8.84, "charge": 0, "e_homo_ev": -9.178, "mol_weight_g_mol": 118.161, "elements": ["H", "N", "C", "N", "C", "S", "C", "O", "H", "H", "H", "H", "H"], "xyz": [[-1.19, -1.73, -0.48], [-1.71, -1.21, -1.31], [-1.03, -0.25, -1.70], [0.07, 0.29, -1.18], [0.32, 0.46, 0.18], [1.68, 1.28, 0.58], [-0.64, -0.16, 1.12], [-0.46, -1.55, 1.37], [-1.21, 0.26, -2.70], [0.68, 0.79, -1.78], [-1.67, -0.01, 0.70], [-0.58, 0.45, 2.05], [0.48, -1.68, 1.72]], "mulliken_charge": [0.38, -0.66, 0.01, -0.19, 0.50, -0.30, -0.92, -0.53, 0.28, 0.27, 0.50, 0.30, 0.36]}

{"formula": "C32H31I2N6O3Tc", "method": "the ωB97M-V functional and the def2-TZVPD basis", "multiplicity": 4, "orbital_gap_ev": [6.03, 4.25], "charge": 3, "e_homo_ev": [-14.970, -15.052], "mol_weight_g_mol": 899.447, "s_squared": 3.78, "elements": ["Tc", "I", "C", "C", "C", "I", "C", "C", "C", "C", "N", "C", "C", "O", "H", "H", "H", "H", "C", "C", "N", "C", "C", "C", "O", "C", "C", "C", "C", "N", "C", "H", "H", "H", "H", "H", "H", "H", "H", "H", "H", "H", "H", "H", "H", "C", "C", "C", "C", "C", "N", "C", "O", "N", "C", "C", "C", "C", "N", "C", "C", "C", "H", "H", "H", "H", "H", "H", "H", "H", "H", "H", "H", "H", "H"], "xyz": [[-0.93, -0.35, -1.05], [-0.91, -5.47, -1.79], [-1.40, -3.92, -3.08], [-1.78, -4.18, -4.42], [-2.16, -3.18, -5.27], [-2.69, -3.66, -7.22], [-2.18, -1.84, -4.81], [-2.62, -0.72, -5.54], [-2.61, 0.54, -4.96], [-2.14, 0.69, -3.66], [-1.71, -0.34, -2.95], [-1.75, -1.61, -3.49], [-1.38, -2.63, -2.62], [-1.05, -2.24, -1.36], [-1.78, -5.21, -4.77], [-2.98, -0.85, -6.55], [-2.97, 1.40, -5.50], [-2.10, 1.67, -3.20], [-1.70, -4.04, 2.50], [-3.18, -3.67, 2.57], [-3.49, -2.69, 3.61], [-3.53, -3.15, 5.01], [-2.35, -2.65, 5.84], [-3.81, -1.41, 3.39], [-4.13, -0.60, 4.24], [-3.80, -0.86, 1.97], [-4.94, -0.17, 1.54], [-4.94, 0.46, 0.30], [-3.79, 0.43, -0.46], [-2.68, -0.19, -0.03], [-2.69, -0.83, 1.16], [-1.49, -4.65, 1.62], [-1.40, -4.61, 3.38], [-1.07, -3.14, 2.47], [-3.76, -4.57, 2.78], [-3.53, -3.31, 1.60], [-3.53, -4.24, 4.98], [-4.46, -2.81, 5.45], [-1.40, -2.95, 5.40], [-2.41, -3.07, 6.84], [-2.38, -1.56, 5.93], [-5.81, -0.14, 2.18], [-5.81, 0.98, -0.06], [-3.74, 0.91, -1.43], [-1.77, -1.33, 1.46], [7.48, 1.67, 2.58], [6.70, 2.36, 1.53], [5.88, 1.62, 0.62], [5.17, 2.24, -0.36], [5.26, 3.66, -0.49], [4.63, 4.35, -1.46], [3.90, 3.89, -2.60], [4.17, 4.34, -3.67], [2.90, 2.93, -2.45], [1.97, 2.71, -1.43], [1.91, 3.42, -0.22], [0.89, 3.16, 0.67], [-0.08, 2.23, 0.36], [-0.04, 1.53, -0.79], [0.97, 1.78, -1.67], [6.08, 4.41, 0.41], [6.77, 3.77, 1.39], [7.26, 0.61, 2.65], [7.31, 2.15, 3.55], [8.55, 1.80, 2.38], [5.85, 0.54, 0.70], [4.59, 1.66, -1.07], [5.00, 5.28, -1.64], [2.62, 2.62, -3.37], [2.64, 4.18, 0.01], [0.81, 3.72, 1.59], [-0.92, 2.04, 1.01], [0.93, 1.25, -2.62], [6.15, 5.49, 0.30], [7.39, 4.34, 2.07]], "lowdin_spin": [1.65, 0.01, 0.02, 0.00, 0.02, 0.01, 0.00, 0.00, 0.00, 0.01, -0.01, 0.00, 0.00, 0.16, 0.00, 0.00, 0.00, 0.00, 0.00, 0.00, 0.00, 0.00, 0.00, 0.00, 0.00, 0.00, 0.02, 0.00, 0.02, -0.01, 0.01, 0.00, 0.00, 0.00, 0.00, 0.00, 0.00, 0.00, 0.00, 0.00, 0.00, 0.00, 0.00, 0.00, 0.00, 0.05, 0.24, 0.06, 0.09, 0.16, 0.19, 0.01, 0.04, 0.00, 0.00, 0.02, 0.00, 0.03, 0.03, 0.02, 0.08, 0.03, 0.00, 0.01, 0.02, 0.00, 0.00, 0.00, 0.00, 0.00, 0.00, 0.00, 0.00, 0.00, 0.00]}

{"formula": "C4H7N3S", "method": "the ωB97M-V functional and the def2-TZVPD basis", "e_above_lowest_kj_mol": 374.72, "orbital_gap_ev": 9.20, "charge": 0, "e_homo_ev": -8.741, "mol_weight_g_mol": 129.188, "elements": ["C", "N", "C", "C", "N", "C", "N", "S", "H", "H", "H", "H", "H", "H", "H"], "xyz": [[-0.89, -0.03, -2.14], [0.10, 0.24, -1.14], [-0.06, 0.12, 0.12], [-1.01, -0.52, 1.16], [-0.22, -0.70, 2.37], [0.79, -0.03, 2.19], [1.01, 0.67, 0.95], [2.71, 0.80, 0.25], [-0.20, -0.12, -3.17], [-1.22, -1.09, -2.15], [-1.80, 0.75, -2.41], [-1.55, -1.44, 0.96], [-1.81, 0.33, 1.31], [1.83, -0.05, 2.77], [2.33, 1.07, -1.06]], "mulliken_charge": [-0.85, -0.44, 0.49, -0.27, -0.42, 0.00, -0.19, -0.15, 0.25, 0.33, 0.24, 0.34, 0.23, 0.23, 0.20]}